(1)
Computed, not measured: a cluster of 18 separate species, C44H128N4O18 in total, with ωB97M-V/def2-TZVPD.

Gap between HOMO and LUMO, Eh: 0.348
HOMO level, eV: -9.38
ΔE to the lowest compared entry with this formula, charge and spin, kcal/mol: 82.7
Maximum force, eV/A: 2.45
E_LUMO, eV: 0.09

The geometry in XYZ format:
```
194
Properties=species:S:1:pos:R:3:forces:R:3:lowdin_charge:R:1
O -3.09404 0.58843 6.68637 -0.4 -0.4 0.7 -0.10
O -4.80698 4.76069 -5.78857 -0.1 0.7 -0.2 -0.09
O 5.27972 -5.88556 1.31605 0.2 0.6 -0.4 -0.14
O 3.70350 0.67013 -9.64721 0.8 -0.7 -0.6 -0.19
O 1.15937 4.69034 -3.61963 -0.5 -0.6 0.3 -0.11
O 6.23250 2.25214 0.40327 0.1 -0.9 0.4 -0.07
O 0.60930 6.25644 6.39166 -0.8 -0.2 -0.9 -0.20
O 4.55722 -9.47239 3.49210 0.5 0.0 -0.3 -0.18
O -2.35005 7.16725 -2.98517 -0.1 -0.1 0.4 -0.05
O -8.80251 -1.22528 -3.14723 0.8 0.2 0.3 -0.07
O 5.55791 6.24615 3.06032 -0.4 -0.4 0.0 -0.06
O -3.45012 -6.72399 0.84900 0.1 -0.3 0.2 -0.13
O 5.22864 -7.45241 -3.00413 1.3 0.0 0.2 -0.04
O -1.60835 -1.57466 -6.17957 0.5 0.9 1.0 -0.11
O -1.70174 -3.37147 6.84532 0.5 0.6 1.2 -0.12
O -8.49609 0.04571 3.11189 -0.6 0.8 -1.0 -0.05
O -0.80407 0.10526 0.67097 0.0 0.5 0.0 -0.20
O 4.42247 -0.13322 3.51655 0.6 0.2 -0.2 -0.12
N 0.98477 1.82430 -7.46316 -0.5 -0.2 0.4 0.01
N 1.60000 -11.67541 3.15714 0.7 0.7 -0.9 0.02
N 3.01667 5.93943 7.57474 -0.6 -0.1 -0.8 0.05
N -1.35462 -3.09382 -1.26798 -0.2 1.1 0.3 0.03
C -1.98327 1.36237 6.40973 1.4 1.0 -0.7 -0.21
C -0.97833 -2.22598 -0.12387 2.2 -0.5 -0.1 -0.39
C -6.63943 3.30634 -5.51034 -0.5 -0.9 -1.4 -0.06
C -0.73660 1.50528 0.31949 0.4 -1.1 -0.7 -0.09
C 6.99268 3.24832 -1.63200 0.0 -0.8 -1.3 -0.06
C -7.26121 -0.22269 3.71771 0.1 -1.6 0.7 -0.50
C 2.38792 1.01963 -9.29027 1.2 1.4 1.6 -0.18
C 5.77817 -9.62663 4.17634 0.6 0.4 0.4 -0.12
C 6.12890 0.81773 -1.59747 0.8 0.8 0.3 -0.04
C 4.64863 1.71730 -9.78856 -1.0 1.0 -0.2 -0.11
C -1.53085 -4.00682 5.62106 -1.0 -1.5 -0.3 -0.18
C -7.39068 -1.60597 4.31516 0.1 -1.1 0.6 -0.08
C -4.28154 7.16661 -1.48644 -0.2 -0.8 0.0 -0.05
C -8.18312 -2.40884 -2.62557 -2.2 -0.9 0.4 -0.46
C 1.81010 5.44408 8.20132 -0.3 -0.3 2.1 -0.47
C -7.88302 -3.27684 -3.83034 -0.1 -0.8 -0.2 -0.07
C 5.26176 -4.61531 1.99712 -0.5 -1.1 0.5 -0.14
C 2.39367 -10.43749 2.88132 -0.9 0.3 2.2 -0.39
C 1.50487 -9.19572 3.16398 1.1 -1.1 -0.2 -0.05
C -1.11103 -0.70906 -0.46209 -0.8 -0.7 1.3 -0.21
C 4.04777 -6.97948 -3.55227 -1.5 0.2 0.2 -0.51
C 3.21746 0.58843 3.54144 -0.7 -0.6 0.1 -0.18
C 3.62991 -10.47913 3.83735 0.0 -0.1 -1.7 -0.23
C 2.94282 -7.69506 -2.76961 -0.8 0.2 0.1 -0.07
C -5.11746 3.35904 -5.80069 -0.5 1.6 1.5 -0.46
C 0.47336 -2.65500 0.25788 0.3 0.4 0.5 -0.07
C -9.23016 -2.99675 -1.58914 1.3 0.4 -0.1 -0.05
C -4.74932 -6.23893 1.14443 0.1 0.3 -0.6 -0.17
C 4.42008 8.47012 2.97276 -0.6 -0.2 -0.2 -0.05
C -0.52464 6.86207 5.80401 0.0 -0.1 -0.3 -0.11
C 3.90685 -5.45619 -3.40038 0.1 0.3 -0.2 -0.06
C 2.21809 5.58601 -3.71108 0.9 1.0 -0.3 -0.19
C 2.95464 0.62748 -6.70097 -0.5 1.1 -0.8 -0.04
C -6.12575 -0.19525 2.70142 -0.4 0.6 -0.5 -0.05
C -3.06843 7.91091 -1.99614 1.0 0.8 0.4 -0.49
C 2.04342 5.45537 9.70352 0.1 0.3 0.4 -0.08
C 2.38415 1.56577 -7.81213 -1.2 -1.0 0.0 -0.42
C -4.33916 2.80131 -4.63650 0.5 -1.1 -0.2 -0.06
C 3.55375 6.43081 1.78605 -0.7 -0.3 0.0 -0.07
C 4.77214 7.15083 2.27213 0.8 0.5 0.2 -0.50
C -2.06988 8.37001 -0.92244 0.3 0.3 0.5 -0.06
C -2.57786 -1.81010 -7.13275 -0.7 -1.3 -1.1 -0.20
C 6.02653 2.25675 -1.00899 0.1 -0.3 0.3 -0.48
C 0.56307 6.18328 7.79192 0.5 0.4 -0.4 -0.21
H -1.54525 -2.51595 0.76079 -0.6 0.4 -0.2 0.13
H 6.25003 -10.60391 4.07467 -0.4 -0.4 -0.1 0.09
H -7.72768 -2.34179 3.58503 0.3 0.0 -0.4 0.08
H -7.27973 -2.17712 -2.06138 0.2 0.1 -0.2 0.13
H 6.55874 -8.94567 3.83704 -0.4 0.4 -0.5 0.08
H -4.41419 1.71405 -4.61818 -0.5 -0.1 0.3 0.08
H 4.99578 2.58516 -1.14243 -0.1 0.2 -0.4 0.12
H 2.75309 -10.48685 1.85347 0.0 0.1 0.0 0.14
H -0.70028 -2.84684 -1.99664 0.6 -0.4 -0.3 0.06
H 8.00404 2.85363 -1.72938 0.2 0.0 0.9 0.08
H 2.84817 2.55136 -7.77480 0.9 -0.2 -0.2 0.12
H -7.12865 0.44273 4.57078 0.5 0.5 -0.2 0.13
H 2.47025 6.37770 10.09754 0.1 0.2 -0.4 0.08
H 3.79448 5.50539 1.26285 0.2 0.0 0.1 0.08
H 3.32499 1.63944 3.80964 0.1 0.0 0.2 0.08
H -9.26389 -2.33957 -0.72018 0.0 0.4 0.0 0.06
H -8.14939 -1.68952 5.09329 -0.2 0.5 0.2 0.08
H 1.97332 -7.76071 -3.26343 0.1 0.0 -0.3 0.08
H -9.18533 -0.41218 3.59858 0.0 0.1 0.0 0.08
H -8.75448 -3.69749 -4.33205 -0.6 0.6 0.1 0.08
H -4.89698 6.73704 -2.27688 0.0 0.4 -0.5 0.07
H 2.59700 0.05389 4.26073 -0.2 0.4 0.1 0.08
H 1.86321 6.59165 -3.48559 0.2 0.2 -0.2 0.08
H -10.25112 -3.02276 -1.97000 0.3 -0.4 -0.3 0.08
H -0.95262 -3.68351 7.35821 -0.1 0.4 0.5 0.07
H 2.87121 6.18671 2.60008 0.0 0.0 0.1 0.08
H -5.23203 -0.71032 3.05366 0.0 0.4 0.2 0.08
H -3.09548 -6.06448 0.24827 0.4 -0.1 0.0 0.07
H 6.38445 3.14708 0.71566 0.0 0.1 -0.1 0.07
H 2.21114 -12.41273 2.83629 -0.2 -0.6 0.0 0.06
H 5.06440 -7.33528 -2.06556 0.6 -0.1 0.4 0.08
H 2.66882 5.55386 -4.70300 0.0 0.2 -0.3 0.07
H -0.55673 -0.41263 -1.35259 0.4 -0.1 0.0 0.12
H 2.96771 -5.12220 -3.84149 -0.1 0.1 0.1 0.08
H 5.41661 0.11122 -1.17133 -0.2 0.3 -0.2 0.07
H -8.65606 -0.58976 -2.44277 -0.3 0.5 -0.1 0.08
H 3.00866 7.06245 1.08462 0.0 0.1 0.0 0.08
H -4.97105 7.74381 -0.87040 0.3 0.2 0.1 0.08
H -0.51321 2.15829 1.16316 0.0 -0.5 0.2 0.09
H -4.71952 3.25247 -3.72004 0.0 -0.2 0.0 0.08
H 6.78319 3.30697 -2.70008 -0.6 0.6 -0.1 0.07
H -1.29513 9.00250 -1.35581 0.0 -0.2 -0.4 0.07
H -3.97283 6.26429 -0.95862 0.2 0.1 0.4 0.08
H -3.27683 -2.54688 -6.73690 0.0 0.0 0.1 0.08
H -1.46518 6.31287 5.84736 0.0 -0.6 0.7 0.08
H 5.22219 -3.81219 1.26123 0.2 -0.2 0.1 0.08
H -7.33864 -2.70171 -4.57932 0.2 -0.1 0.1 0.08
H 2.70503 0.51565 2.58217 -0.1 0.1 -0.2 0.07
H -2.52729 -4.34723 5.33937 -0.1 0.7 -0.9 0.08
H -5.54742 5.10644 -6.29237 0.2 0.8 -0.1 0.07
H 4.39279 2.40280 -10.59647 -0.3 -0.2 -0.7 0.08
H -2.99804 6.89137 -3.63756 0.0 -0.2 -0.2 0.08
H -2.74088 -0.24711 7.00066 -0.3 -0.3 0.0 0.07
H 4.59992 2.42431 -8.96038 0.5 -0.4 0.6 0.07
H 6.08136 0.88153 -2.68456 -0.7 0.0 0.0 0.07
H -6.39648 -0.66699 1.75682 -0.4 -0.5 0.2 0.07
H 5.66003 1.37531 -10.00810 -0.3 -0.5 0.4 0.09
H 0.38214 5.21263 -3.83110 -0.3 -0.3 0.1 0.07
H -7.37436 -4.21592 -3.61239 0.6 0.3 0.4 0.08
H -7.03894 2.30471 -5.35154 0.3 -0.2 0.2 0.08
H -4.67213 -5.39926 1.83515 -0.3 0.1 0.1 0.07
H -8.87557 -3.93028 -1.15223 -0.3 -0.4 -0.4 0.07
H -1.05963 -0.85233 -6.49383 0.2 0.1 0.1 0.07
H 3.63758 8.97307 2.40456 0.2 0.1 -0.4 0.07
H 0.51470 -9.32211 2.72616 0.2 0.3 -0.1 0.07
H 7.11427 0.37019 -1.46756 0.2 0.2 0.5 0.07
H -4.81615 3.09872 -6.81536 -0.3 -1.2 0.2 0.14
H 3.47313 -10.45268 4.91569 -0.7 0.1 0.1 0.13
H -2.19341 -2.70263 -1.67232 -0.7 -0.2 0.0 0.06
H 4.69594 -4.81541 -3.79387 0.2 -0.6 -0.8 0.07
H 3.96730 -5.13445 -2.36071 -0.5 -0.5 0.4 0.07
H -1.44622 0.97912 5.54210 -0.1 0.2 -0.5 0.07
H 4.96045 0.29719 2.84803 0.4 -0.1 -0.1 0.07
H 1.64795 4.37855 8.03867 -0.2 -0.2 -0.8 0.13
H -0.73406 7.82794 6.26375 0.2 0.3 -0.2 0.09
H -7.07372 3.95243 -4.74740 0.9 0.0 0.5 0.08
H -6.48871 -1.98477 4.79587 0.2 0.1 -0.2 0.08
H 0.55728 7.20405 8.17412 0.0 0.2 0.4 0.13
H -1.64071 1.85491 -0.17893 -0.3 -0.1 0.1 0.08
H 2.73701 5.93137 6.60427 0.5 0.4 -0.6 0.06
H 0.06589 1.55562 -0.41643 0.2 0.6 -0.1 0.08
H 2.06150 -8.32852 2.80868 -0.4 0.2 0.1 0.07
H -1.53917 7.63820 -0.31344 -0.2 -0.6 -0.3 0.08
H 6.96310 4.23210 -1.16362 0.1 -0.1 -0.1 0.08
H 5.36615 7.36264 1.38310 0.2 0.3 -0.1 0.13
H 4.00994 -11.47005 3.58883 0.8 -0.2 0.3 0.11
H -2.51840 9.03436 -0.18381 -0.6 0.0 -0.1 0.08
H 2.04103 1.87387 -9.87168 -0.2 0.1 -0.5 0.11
H 2.47531 -0.35145 -6.69640 0.5 -0.3 -0.6 0.08
H -0.33685 5.66838 8.12824 -0.1 -0.2 0.2 0.13
H -5.93343 0.82208 2.36060 0.4 0.2 0.4 0.07
H 6.07455 6.65629 3.75778 -0.2 0.4 -0.2 0.08
H 1.02784 2.29880 -6.57260 -0.4 0.0 0.4 0.06
H 5.66558 -9.38854 5.23405 -0.2 -0.2 0.3 0.09
H 4.04161 0.67537 -6.76656 -0.1 -0.7 0.2 0.07
H 0.75153 -2.32229 1.25790 -0.3 0.2 0.1 0.06
H 3.27139 -8.70182 -2.51158 0.0 0.0 -0.1 0.08
H 3.05123 5.40617 -3.03165 -0.3 -0.5 0.4 0.07
H -2.25855 2.40430 6.24637 -0.3 -0.1 -0.3 0.08
H 1.72008 0.17773 -9.47272 0.2 -0.1 0.3 0.13
H 2.79249 4.67701 9.84901 -0.2 -0.1 0.6 0.07
H 3.90322 8.30733 3.91852 0.4 -0.2 0.3 0.08
H 1.50106 -11.80777 4.15352 -0.1 0.1 0.2 0.06
H 0.56236 2.50995 -8.07271 0.0 0.0 -0.4 0.06
H -5.40480 -7.01197 1.54550 0.3 -0.1 0.1 0.08
H 3.96739 -7.33645 -4.57902 0.4 0.4 -0.2 0.14
H 5.24206 9.17833 3.07707 0.1 -0.2 0.1 0.08
H 2.73625 -7.15294 -1.84683 0.1 0.0 0.3 0.07
H 1.14038 5.30386 10.29483 0.0 -0.5 -0.1 0.08
H 6.09194 -4.52119 2.69715 0.4 0.2 -0.3 0.07
H 0.64282 -3.73172 0.26572 -0.6 -0.1 -0.1 0.07
H -3.25684 2.92969 -4.65026 0.0 0.6 -0.4 0.08
H -7.17418 3.63109 -6.40290 0.0 0.1 -0.4 0.07
H 3.68203 5.18279 7.64463 0.5 0.0 0.1 0.08
H -0.36148 6.89675 4.72685 0.4 0.6 0.1 0.09
H -3.19223 -0.98846 -7.50093 0.2 0.6 0.3 0.07
H -1.10154 -4.99272 5.79929 0.9 0.1 -0.3 0.08
H 1.28509 -2.26526 -0.35637 -0.3 0.3 -0.5 0.07
H 4.37509 -4.56484 2.62907 -0.3 0.2 -0.1 0.07
H -5.15718 -5.90838 0.18918 -0.6 0.2 0.2 0.07
H 1.41894 -9.16013 4.25001 -0.2 0.3 0.1 0.07
H -0.99216 -3.40250 4.89120 -0.2 -0.2 -0.2 0.08
H 2.63050 0.99529 -5.72745 0.3 0.5 0.1 0.06
H -1.19657 1.43080 7.16107 -0.2 -0.4 0.7 0.07
H 5.08522 -6.61072 1.91431 0.0 0.2 0.3 0.06
H -2.09758 -2.27163 -7.99555 -0.2 -0.1 -0.4 0.08
H -3.30731 8.87717 -2.44042 -0.8 0.0 -0.3 0.13
H -2.17017 -0.57698 -0.68318 -0.3 0.2 -0.3 0.11
```
Positions in Å, forces in eV/Å.

***

(2)
Computed, not measured: a structure of composition C44H24BCl4F4MnN4, with ωB97M-V/def2-TZVPD.

Gap between HOMO and LUMO (spin up / spin down), Eh: 0.188 / 0.191
HOMO level (spin up / spin down), eV: -7.29 / -7.32
Multiplicity: 5
Maximum force, eV/A: 2.84
E_LUMO (spin up / spin down), eV: -2.18 / -2.12

The geometry in XYZ format:
```
82
Properties=species:S:1:pos:R:3:forces:R:3:lowdin_charge:R:1
Mn 0.02545 0.02738 -0.45595 -0.4 -0.8 0.6 1.15
Cl -0.48001 -9.50800 0.97683 0.1 -0.6 0.3 0.70
Cl -9.47293 0.83323 -0.49716 -0.9 0.2 -0.3 0.71
Cl 9.24198 0.04572 0.71365 1.0 0.0 0.1 0.70
Cl -0.18806 8.06041 3.16746 0.0 0.1 -0.1 0.69
F 0.24462 0.16762 1.83393 0.6 0.7 -0.1 -0.06
F 1.10869 0.83358 3.98924 0.0 0.0 -1.5 0.12
F 0.58296 2.45191 2.41629 0.4 -1.0 -0.2 0.11
F 2.44159 1.04093 2.05416 -1.3 0.1 0.5 0.07
N 1.38183 -1.56491 -0.64888 -1.1 0.6 0.4 0.03
N 1.43004 1.36616 -0.86582 0.3 0.1 -0.8 0.02
N -1.35910 1.45535 -0.80236 1.0 0.7 -0.7 0.03
N -1.52563 -1.38671 -0.46142 0.9 -1.0 1.0 0.03
C -3.53883 -2.26684 0.20422 -0.9 -1.5 -0.2 0.00
C -7.80733 0.58395 -0.66826 2.2 -0.8 0.9 -0.71
C 6.63727 0.34234 1.11778 0.0 0.7 1.0 -0.11
C 1.29287 2.75348 -0.96918 -0.1 -0.4 0.6 -0.21
C 2.76570 1.05224 -1.13616 0.5 1.0 0.5 -0.19
C 2.38051 -3.54635 -0.10275 0.7 0.3 -0.4 0.01
C 1.15451 6.17292 1.71058 -1.1 1.3 0.1 -0.07
C -2.61957 -3.29696 0.24020 -0.7 0.0 0.5 0.00
C 1.22503 5.17841 0.77125 0.3 -0.8 -0.6 -0.01
C 0.11210 -6.93817 1.71284 0.2 -1.1 -0.5 -0.07
C -2.68320 1.22598 -1.10484 -1.2 -0.7 1.0 -0.22
C 3.39250 -2.63263 -0.33540 -0.9 -0.7 0.4 0.03
C -2.87070 -1.11891 -0.25208 -0.4 2.1 -1.0 -0.23
C 2.75188 -1.39400 -0.70629 0.3 0.4 0.8 -0.21
C 2.51371 3.33725 -1.40764 1.2 -2.1 0.6 0.01
C -4.99091 0.29761 -0.63840 -0.5 -0.7 -1.4 -0.16
C 7.62015 -0.04773 0.22911 -1.3 -0.8 -1.0 -0.71
C 7.27161 -0.60369 -1.03118 1.1 0.2 -0.2 -0.10
C -7.07108 1.00449 -1.78250 0.6 0.2 -0.2 -0.08
C -0.83007 -7.30073 -0.48464 -0.9 0.1 0.0 -0.10
C 0.09500 3.47185 -0.67944 0.9 -0.4 -0.9 -0.03
C -0.13548 -3.55059 -0.04830 -1.1 2.6 -0.5 -0.03
C -0.08158 6.87730 1.91992 1.3 -1.7 -0.4 -0.66
C -0.39042 -7.82715 0.72649 0.3 1.9 0.2 -0.70
C -0.93555 -5.91419 -0.61170 0.5 0.6 -0.1 -0.03
C -0.29177 -5.00809 0.26477 0.8 -1.1 0.0 -0.19
C -5.68441 0.76699 -1.81093 -0.6 -0.3 2.7 -0.03
C -3.24107 2.40816 -1.61743 1.4 2.0 -0.6 0.01
C 5.31438 0.35097 0.70465 -1.3 -0.1 -0.7 -0.01
C 0.30763 -5.58708 1.39958 -1.0 -0.6 -0.4 -0.03
C 3.43503 2.29441 -1.47770 -1.3 0.3 0.0 0.04
C -1.36581 -2.76326 -0.11490 1.3 0.6 -0.4 -0.18
C -2.24520 3.39155 -1.66920 -1.0 -0.6 0.1 -0.01
C -1.11429 5.42176 0.27387 -0.3 1.0 0.5 0.00
C -5.73890 -0.18735 0.44123 -1.1 0.6 -0.1 -0.04
C 3.45917 -0.16670 -0.90640 -1.2 -0.3 0.3 -0.05
C 4.94611 -0.12244 -0.57725 0.4 -0.7 -0.4 -0.18
C 0.08264 4.77648 0.00707 0.7 -0.3 0.7 -0.14
C 1.10969 -2.89083 -0.25244 0.5 -0.2 -0.4 -0.19
C -7.14578 -0.07970 0.41754 0.0 0.3 -1.2 -0.08
C 5.94550 -0.68479 -1.44057 -0.7 1.3 2.1 -0.02
C -3.51159 0.11828 -0.66706 2.3 -0.3 0.1 0.00
C -1.08883 2.83625 -1.09344 -1.2 -2.2 0.8 -0.19
C -1.19611 6.46559 1.22295 -0.4 0.3 -0.4 -0.09
B 1.12670 1.16392 2.62467 0.1 0.1 0.1 -1.04
H -7.80080 -0.53912 1.16249 0.5 0.4 0.0 0.10
H 4.48905 0.69842 1.35893 0.8 -0.2 -0.3 0.12
H -7.50509 1.58438 -2.62449 0.0 -0.8 0.7 0.12
H 5.63250 -1.14891 -2.34599 0.1 -0.2 -0.7 0.11
H -4.63264 -2.34771 0.35289 1.1 0.0 -0.1 0.12
H -2.00948 5.10221 -0.24292 0.0 0.2 0.4 0.09
H -1.21728 -7.96481 -1.28567 0.2 0.6 0.7 0.12
H -5.10369 1.02308 -2.65128 0.3 0.2 -0.9 0.09
H 0.41061 -7.38921 2.67535 0.0 0.5 -0.6 0.11
H 2.71988 4.36265 -1.61003 -0.1 0.5 -0.1 0.11
H -2.12493 7.00266 1.45281 0.2 -0.5 -0.4 0.11
H 2.16257 4.59828 0.64517 -0.8 0.6 0.3 0.12
H -2.34400 4.39012 -2.10985 0.1 -0.6 0.4 0.13
H -4.22907 2.60614 -1.94919 -0.4 -0.1 0.0 0.09
H 2.00759 6.49222 2.29513 0.1 -0.3 0.0 0.11
H 0.87273 -4.97787 2.05699 0.3 0.5 0.7 0.11
H -2.76465 -4.34413 0.53628 -0.1 0.7 -0.2 0.12
H -5.22854 -0.60460 1.31133 -0.3 0.2 -0.3 0.12
H -1.49632 -5.50227 -1.43964 0.2 0.0 -0.3 0.12
H 4.46131 -2.76640 -0.15777 -0.5 0.0 -0.4 0.12
H 4.45395 2.37105 -1.80189 0.3 -0.1 0.0 0.11
H 2.45549 -4.60937 0.10262 0.2 0.3 0.1 0.11
H 8.10743 -0.92519 -1.70467 -0.9 0.2 0.7 0.12
H 6.89070 0.70171 2.15081 -0.2 -0.4 -1.2 0.13
```
Positions in Å, forces in eV/Å.